No. 1
The following is a quantum chemistry calculation of a single C23H18Br2O4S3 molecule, from the Open Molecules 2025 dataset.

```
50
Properties=species:S:1:pos:R:3:forces:R:3
O 4.475832 -0.376164 3.198130 -0.394 -0.141 -0.477
O -0.580155 -0.208878 -0.405537 0.492 -0.049 2.205
O -2.682210 2.208113 0.825418 1.793 0.177 -1.058
O -1.941041 4.490771 1.102262 1.689 -1.643 -1.720
Br 3.284852 -5.772042 -0.878547 0.004 1.101 0.454
Br -3.970623 -5.141592 2.879358 0.165 0.102 -0.055
S 0.965775 0.174937 2.861946 0.009 0.196 0.182
S 0.223347 2.444855 0.997766 -0.158 -0.685 0.074
C 3.577824 -0.480242 2.373743 1.189 0.288 1.546
C -0.754561 -0.278760 0.820761 -0.597 1.624 -3.119
C 4.065955 -4.029118 1.297477 -0.263 0.945 -0.124
C 2.678421 -2.958571 -0.332622 -0.518 -0.039 -0.321
C -3.318354 -2.378650 2.679801 -0.531 1.370 0.302
C -1.849070 -3.825020 1.456442 0.916 0.861 -0.067
C 4.107587 -2.828481 2.045176 0.076 -1.474 -0.807
C 2.680678 -1.780691 0.422114 0.265 -0.364 -0.338
C -2.633700 -1.233663 2.197017 0.108 -0.708 -0.064
C -1.086940 -2.710816 1.041640 -1.443 -0.068 0.091
C -1.076545 4.689094 -3.389524 -0.607 -1.914 0.150
C -1.838644 2.372873 -3.576888 0.333 -0.317 0.036
C -1.252897 4.587339 -2.001136 0.246 -0.187 -0.560
C -1.897631 2.284223 -2.196745 -0.312 -0.773 1.213
C 3.353144 -4.086295 0.088903 0.578 -0.241 1.042
C -2.954516 -3.656811 2.292410 0.526 0.371 -0.449
C 3.438100 -1.692279 1.587668 -0.143 -1.243 -0.437
C -1.526596 -1.405719 1.338657 -0.233 -1.298 1.620
C -1.346612 3.519107 -4.201465 0.498 1.193 0.953
C -1.575260 3.378751 -1.402767 -0.318 -0.361 0.477
C 2.644836 0.658727 2.245011 -1.046 1.073 0.232
C -0.358484 0.864252 1.762432 1.053 0.191 -0.377
C -1.085671 3.538816 -5.675657 -0.632 -0.130 -0.430
S -1.652787 3.194244 0.446343 -3.498 1.518 0.921
H 4.602303 -4.894467 1.632252 0.117 -0.262 0.225
H 2.110749 -3.049872 -1.246909 -0.123 0.333 -0.086
H -4.173711 -2.221272 3.370412 0.670 -0.221 -0.642
H -1.481703 -4.787396 1.141547 -0.249 -0.309 0.123
H 4.661475 -2.837664 2.982939 -0.140 0.285 -0.292
H 2.108018 -0.932591 0.065011 0.025 -0.029 -0.045
H -2.986011 -0.221998 2.464093 0.205 -0.697 -0.131
H -0.210356 -2.845642 0.417246 -0.086 -0.054 0.096
H -0.723373 5.640502 -3.787137 -0.175 -0.385 -0.192
H -2.090810 1.458978 -4.133494 0.181 0.622 0.007
H -1.127313 5.437311 -1.380058 0.272 0.743 0.454
H -2.193588 1.340807 -1.694966 0.214 0.675 -0.501
H 3.027565 1.469347 2.871429 -0.167 -0.222 -0.017
H 2.634303 1.034839 1.238444 -0.299 0.019 -0.678
H -1.177534 1.187144 2.396078 -0.052 -0.422 0.255
H -2.009996 3.824005 -6.197718 0.250 0.073 -0.016
H -0.314800 4.246454 -5.916752 0.255 0.509 -0.137
H -0.769271 2.589204 -6.122004 -0.145 -0.032 0.483
```
Positions in Å, forces in eV/Å.

Results
2S+1: 1
orbital gap: 8.861 eV

No. 2
The following is a quantum chemistry calculation of a molecular structure, C23H18BrIO4PtS, from the Open Molecules 2025 dataset.

```
49
Properties=species:S:1:pos:R:3:forces:R:3
Pt -1.005150 -0.498231 -0.022012 0.203 0.124 -0.599
I 0.325014 -3.530659 -0.264544 0.209 0.392 0.148
C 1.290677 -2.530204 1.328032 0.016 -0.499 0.086
C 1.955503 -3.417060 2.162484 -0.070 0.062 -0.093
C 2.609484 -2.966226 3.299214 0.084 -0.095 0.099
C 2.608548 -1.627562 3.622480 -0.127 0.130 -0.164
C 1.979621 -0.711653 2.779455 0.174 -0.030 0.324
C 1.998934 0.698114 3.156541 0.011 0.009 -0.043
C 1.592397 1.641332 2.314911 0.041 -0.073 0.078
C 1.123839 1.279570 0.943346 0.018 -0.008 -0.385
C 0.671892 -0.128917 0.767835 0.076 -0.236 0.521
C 1.321831 -1.145555 1.604064 -0.386 0.355 -0.676
H 1.950124 -4.471959 1.929926 0.013 0.003 0.019
H 3.113775 -3.681216 3.937049 -0.014 0.008 0.008
H 3.095562 -1.272825 4.521210 0.004 0.001 0.007
H 2.392445 0.942491 4.135157 -0.003 0.032 -0.004
H 1.672926 2.698115 2.532632 -0.020 0.000 0.038
H 0.331298 1.940964 0.593155 0.076 0.092 0.021
Br -3.336952 -1.187387 -0.819288 0.076 0.162 -0.160
C -3.031358 -0.542787 -2.593481 -0.047 -0.083 -0.013
C -4.055916 -0.640692 -3.484258 0.007 -0.030 0.120
C -3.863301 -0.160142 -4.792458 0.031 0.036 -0.097
C -2.669485 0.399861 -5.141659 -0.078 -0.027 -0.010
C -1.606494 0.506062 -4.213597 0.046 -0.022 0.128
C -0.384251 1.115213 -4.578432 0.036 0.020 -0.035
C 0.617952 1.218542 -3.663829 0.023 0.008 -0.039
C 0.454381 0.708826 -2.360348 -0.105 -0.121 -0.085
C -0.702615 0.107732 -1.925689 0.277 -0.220 0.004
C -1.763441 0.011224 -2.888096 -0.167 0.013 0.083
H -5.001484 -1.072414 -3.186256 -0.005 0.004 -0.020
H -4.670066 -0.232529 -5.509340 0.001 0.002 0.000
H -2.518236 0.782762 -6.143414 0.011 0.004 0.001
H -0.267039 1.496086 -5.585397 -0.007 0.005 0.001
H 1.557409 1.689816 -3.925280 -0.010 0.006 -0.030
H 1.297832 0.792279 -1.700385 0.025 0.002 0.032
C -2.026188 1.086068 3.858692 0.010 -0.300 -0.105
S -2.581392 0.462396 2.275561 0.127 0.441 0.012
O -2.284399 1.508265 1.303344 -0.194 -0.047 0.374
O -3.964573 0.091352 2.410448 0.105 -0.234 0.030
O -1.684497 -0.742379 1.993027 -0.343 0.172 0.346
H -2.904620 1.424524 4.400066 0.005 0.068 -0.015
H -1.343182 1.907286 3.663913 0.038 -0.002 0.040
H -1.527040 0.291982 4.409868 -0.050 -0.012 -0.007
C 3.378836 0.536589 -0.213074 0.009 0.059 0.024
C 2.408679 1.650338 0.085933 -0.086 -0.269 0.067
O 2.594546 2.793017 -0.209556 -0.050 0.090 -0.033
H 4.163444 0.900331 -0.871750 -0.008 0.029 0.017
H 2.865256 -0.314668 -0.662151 0.021 -0.001 -0.018
H 3.819477 0.193927 0.725953 -0.002 -0.021 0.003
```
Positions in Å, forces in eV/Å.

Results
2S+1: 1
ΔE to the lowest compared entry with this formula, charge and spin: 0.525 eV
orbital gap: 6.304 eV

No. 3
The following is a quantum chemistry calculation of a molecular structure, C23H18F6N5O2Sc, from the Open Molecules 2025 dataset.

```
55
Properties=species:S:1:pos:R:3:forces:R:3
Sc 0.645221 -0.192964 0.118361 -0.699 0.045 0.727
C 2.814742 2.663801 2.630436 -0.021 0.022 -0.021
C 2.837024 3.818715 1.848896 0.028 -0.003 0.030
C 1.957189 3.938784 0.802397 -0.003 0.031 -0.017
C 1.053359 2.903395 0.512520 -0.077 0.061 -0.023
N 1.063110 1.776064 1.253244 0.078 -0.029 -0.057
C 1.918053 1.682864 2.284151 -0.023 0.030 0.019
N 0.143442 3.178437 -0.498892 0.087 -0.030 0.069
C -0.766850 2.353772 -0.889800 -0.010 -0.039 -0.115
N -0.903412 1.027881 -0.592532 -0.240 0.167 0.155
C -2.201075 0.643916 -0.851188 0.077 0.142 -0.144
N -2.834632 -0.377030 -0.407327 0.014 -0.104 0.107
C -2.368787 -1.158905 0.650294 -0.113 0.118 -0.068
C -3.098986 -2.324671 0.915365 -0.011 -0.019 0.015
C -2.789634 -3.085824 2.016220 -0.001 -0.029 0.013
C -1.771054 -2.665673 2.870541 -0.023 0.019 -0.007
C -1.093700 -1.516608 2.535718 -0.013 0.014 -0.005
N -1.355841 -0.781938 1.446891 0.159 -0.057 -0.086
C -2.834612 1.708410 -1.673468 -0.062 -0.125 0.054
C -4.075029 1.789245 -2.272886 0.003 0.038 -0.019
C -4.390022 2.977749 -2.923634 0.009 0.002 0.000
C -3.499207 4.050509 -2.937737 0.000 -0.013 -0.003
C -2.264252 3.968286 -2.302728 -0.027 -0.020 -0.010
C -1.949400 2.773089 -1.688155 0.103 0.102 0.025
H 3.478706 2.525317 3.470868 0.008 0.008 -0.002
H 3.534569 4.616906 2.067583 -0.001 0.001 0.004
H 1.918514 4.822374 0.182318 0.002 0.000 0.004
H 1.882192 0.755592 2.848250 0.000 -0.001 -0.006
H -3.902769 -2.584079 0.241881 0.002 -0.001 0.002
H -3.343407 -3.992588 2.223958 0.002 0.002 0.009
H -1.508436 -3.216149 3.762520 -0.004 -0.008 -0.001
H -0.281643 -1.159611 3.162209 0.012 -0.011 -0.008
H -4.766219 0.958242 -2.235139 -0.001 -0.001 0.003
H -5.345598 3.076498 -3.422094 0.001 0.009 -0.003
H -3.778917 4.963557 -3.447039 -0.006 0.000 -0.001
H -1.572810 4.799751 -2.286195 0.000 0.003 -0.003
C 3.397374 0.714596 -1.244848 -0.040 -0.038 -0.015
O 2.176714 0.218350 -0.795835 0.624 0.269 -0.456
H 3.336134 1.793265 -1.427737 0.007 0.004 -0.004
H 3.695370 0.224997 -2.176481 0.003 0.000 -0.006
H 4.183504 0.536716 -0.502885 0.009 0.003 -0.012
C 0.700289 -4.409590 0.371420 -0.006 -0.027 0.060
C 1.294395 -3.130750 -0.221528 -0.022 -0.016 0.155
O 0.383407 -2.115758 -0.179711 0.265 -0.445 -0.359
C 1.709098 -3.424841 -1.681123 0.005 -0.091 0.032
F 0.670628 -3.932759 -2.359261 -0.049 -0.024 -0.009
F 2.121432 -2.348228 -2.346989 0.031 0.065 0.005
F 2.698937 -4.343391 -1.721895 0.007 0.010 -0.028
C 2.577896 -2.720941 0.601417 -0.056 -0.029 -0.049
F 3.614131 -2.317767 -0.125499 0.053 0.021 -0.083
F 2.263904 -1.660857 1.424266 -0.109 0.036 0.109
F 3.017480 -3.681187 1.416823 0.018 -0.098 0.034
H -0.231296 -4.612207 -0.151653 0.003 0.013 -0.005
H 0.474513 -4.240798 1.423332 0.000 0.021 -0.001
H 1.366270 -5.265984 0.282354 0.008 0.001 -0.005
```
Positions in Å, forces in eV/Å.

Results
2S+1: 1
ΔE to the lowest compared entry with this formula, charge and spin: 0.783 eV
orbital gap: 7.658 eV

How do the records compare in highest occupied orbital energy? In the order shown, they have -0.344, -0.295, -0.304 Ha.
How do the records compare in E_tot? In the order shown, they have -204922.2412, -124556.5939, -72699.9199 eV.